10
Properties=species:S:1:pos:R:3:forces:R:3:mulliken_charge:R:1 method="wB97M-V/def2-TZVPD" gap_ev="8.65 / 8.65" homo_energy_ev="-9.50 / -9.50" de_lowest_kcal_mol=85.9 total_energy_ev=-10684.7314
N 1.65269 -0.57245 -0.70805 0.1 0.0 -0.1 -0.382
C 0.49481 -0.14621 -0.13676 -0.3 -0.3 -0.2 0.493
N 0.76267 1.13988 0.57487 -0.3 0.2 0.5 -0.001
O -0.08702 1.43755 1.36099 0.7 -0.2 -0.3 -0.221
C -2.44793 1.02501 0.58610 -1.2 -0.5 0.9 0.119
O -2.96530 0.38656 1.37400 0.4 0.7 -0.8 -0.191
N -0.67652 -0.62046 -0.15474 0.5 0.1 -0.1 -0.450
H 1.62108 -1.28815 -1.41540 0.1 0.1 0.1 0.212
H 2.43604 0.06199 -0.71406 -0.1 0.0 0.0 0.244
H -0.79051 -1.42373 -0.76696 0.1 -0.1 0.1 0.175



59
Properties=species:S:1:pos:R:3:forces:R:3:mulliken_charge:R:1 method="wB97M-V/def2-TZVPD" gap_ev=6.14 homo_energy_ev=-5.91 de_lowest_kcal_mol=9.1 total_energy_ev=-36354.1130
Hf 0.04608 -0.93088 -1.38260 0.7 0.0 1.5 1.420
B -2.93856 0.34903 0.36043 -0.1 0.1 -0.1 -0.017
N -1.69043 1.18360 -0.08894 0.1 -0.1 -0.1 0.378
C -1.29109 2.35188 0.39825 -0.3 0.2 -0.1 -0.482
C -0.29010 2.88373 -0.41106 0.0 0.0 0.0 -1.082
C -0.12209 1.95080 -1.41054 -0.3 0.0 0.1 -0.136
N -0.98468 0.91561 -1.22203 -0.1 0.8 0.1 -0.587
N -2.62453 -1.21442 0.30077 0.2 0.0 -0.1 0.085
C -3.47322 -2.15493 0.69534 -0.1 0.0 0.1 -0.315
C -2.88532 -3.41000 0.54946 -0.1 0.0 0.1 -1.027
C -1.62774 -3.13831 0.05457 0.0 0.1 0.2 -0.325
N -1.46929 -1.80647 -0.10034 -0.9 -0.5 0.1 0.535
H -3.86016 0.56133 -0.40240 0.2 -0.1 0.1 -0.163
H -3.17929 0.65682 1.50114 0.0 -0.1 -0.4 -0.074
H -1.74575 2.74287 1.29526 0.0 0.0 -0.2 0.848
H 0.24683 3.80646 -0.27284 0.0 0.0 0.0 0.435
H 0.54783 1.94552 -2.25722 0.0 0.0 0.0 0.481
H -4.44388 -1.87639 1.07805 0.1 0.0 0.0 0.458
H -3.31292 -4.37037 0.78559 0.0 0.1 0.0 0.444
H -0.81270 -3.81401 -0.15440 0.0 0.0 -0.1 0.548
C -0.22697 -3.10598 -3.18649 0.2 0.2 0.0 -2.026
C 0.34421 -1.97597 -4.06413 0.0 -0.1 0.0 1.959
C 1.72453 -2.35460 -4.56832 0.1 0.0 0.0 -1.695
C -0.59734 -1.66677 -5.21372 -0.1 0.1 0.0 -1.734
O 0.46369 -0.82069 -3.22607 0.3 -0.4 -1.8 -0.748
H -0.30747 -4.04188 -3.73334 0.0 -0.1 0.0 0.573
H -1.23498 -2.85780 -2.83068 0.0 0.0 0.0 0.441
H 0.44619 -3.31471 -2.33250 0.0 0.0 -0.1 0.507
H 1.67914 -3.26027 -5.17704 0.0 0.0 0.0 0.406
H 2.40217 -2.52286 -3.72891 0.0 0.0 0.0 0.336
H 2.13082 -1.54295 -5.17472 0.0 0.0 0.0 0.403
H -0.65791 -2.50799 -5.90715 0.0 0.0 0.0 0.398
H -0.23142 -0.79137 -5.75359 0.0 -0.1 0.0 0.409
H -1.60147 -1.44280 -4.84367 0.1 0.0 0.0 0.342
C 1.75776 -1.12181 -0.23609 -0.2 0.4 0.1 -1.489
C 1.59996 -0.26896 0.70094 0.1 -0.4 -0.5 0.067
C 1.43462 0.66089 1.67423 -0.2 0.2 0.3 0.616
C 2.47433 1.70153 1.83105 -0.1 0.0 0.1 0.218
C 3.29450 2.05102 0.74883 0.0 0.0 0.0 -0.445
C 4.29656 3.00341 0.87129 -0.1 -0.1 0.0 -0.750
C 4.50590 3.65397 2.07967 -0.1 0.0 0.1 -0.455
C 3.70352 3.32189 3.16539 0.0 0.0 0.0 -0.736
C 2.70883 2.36063 3.04660 0.0 0.0 0.0 -0.150
C 0.19160 0.58220 2.48047 0.3 0.0 0.1 0.462
C -0.47117 -0.64380 2.63774 -0.1 0.0 0.1 -0.361
C -1.67107 -0.74241 3.33034 0.2 0.0 0.1 -0.517
C -2.24838 0.37994 3.90790 0.2 0.0 0.1 -0.715
C -1.59926 1.60447 3.78028 0.1 -0.1 0.0 -0.672
C -0.40564 1.70425 3.07825 0.1 -0.1 0.3 -0.562
H 3.14154 1.54925 -0.20048 0.0 0.0 0.0 0.354
H 4.91622 3.24263 0.01362 0.0 0.0 0.0 0.375
H 5.28108 4.40347 2.17547 0.0 0.0 0.0 0.380
H 3.86201 3.80757 4.12192 0.0 0.0 0.0 0.371
H 2.11339 2.10095 3.91356 0.0 0.0 0.0 0.522
H -0.02065 -1.53322 2.21226 0.0 0.0 0.1 0.598
H -2.15195 -1.71019 3.43098 0.0 0.0 0.0 0.439
H -3.17857 0.30265 4.45698 0.0 0.0 0.0 0.403
H -2.03247 2.49323 4.22646 0.0 0.0 0.0 0.387
H 0.07517 2.67121 2.97619 0.0 0.0 0.0 0.665



12
Properties=species:S:1:pos:R:3:forces:R:3:mulliken_charge:R:1 method="wB97M-V/def2-TZVPD" gap_ev=9.20 homo_energy_ev=-9.30 de_lowest_kcal_mol=141.0 total_energy_ev=-10715.6976
C 0.46232 -0.24364 0.07754 0.7 -1.8 -0.4 0.638
C 0.95189 1.09899 0.42587 -0.3 -0.7 -0.7 -0.932
N -1.64841 0.77458 -0.29285 0.5 3.0 -0.2 -0.215
N -1.76747 -1.85070 0.32582 2.7 2.4 -1.6 -0.440
N -0.97588 -0.28755 -0.11105 -2.2 -4.4 0.8 0.396
O 1.14674 -1.26010 0.03941 -1.9 1.5 0.1 -0.551
O -2.84155 0.97220 -0.27900 0.7 -1.9 0.1 -0.483
H 1.97138 1.17382 0.18564 1.3 0.2 -0.7 0.321
H 0.95053 1.06356 1.48604 -0.6 0.7 1.2 0.260
H 0.30087 1.77934 -0.08038 0.0 1.0 0.4 0.436
H -0.83852 -2.14466 0.69830 -0.9 -0.4 0.0 0.281
H -1.73528 -2.27402 -0.63602 -0.2 0.5 0.9 0.288



4
Properties=species:S:1:pos:R:3:forces:R:3:mulliken_charge:R:1 method="wB97M-V/def2-TZVPD" total_charge=-1 gap_ev="6.69 / 6.68" homo_energy_ev="-2.76 / -2.77" de_lowest_kcal_mol=58.0 total_energy_ev=-14944.0890
O 1.54697 0.53084 -0.35392 0.9 -0.1 -1.3 -0.464
O -1.54121 -0.49891 0.12868 5.3 0.2 -2.8 -0.879
S 0.65278 0.57846 0.82235 -2.0 -0.3 1.3 0.113
H -0.65853 -0.61039 -0.59712 -4.3 0.2 2.9 0.229



47
Properties=species:S:1:pos:R:3:forces:R:3:mulliken_charge:R:1 method="wB97M-V/def2-TZVPD" gap_ev=8.27 homo_energy_ev=-7.73 smiles="COc1cccc(CC(=O)Nc2nc(-c3ccc(OC)c(OC)c3)cs2)c1" de_lowest_kcal_mol=33.0 total_energy_ev=-43069.4374
C 4.36578 1.26534 2.63027 0.2 -0.1 0.0 -0.786
H 4.17475 0.18963 2.55059 0.0 0.0 0.0 0.303
O 3.19714 2.01539 2.40946 -0.3 0.2 -0.1 -0.476
C 2.57529 1.91622 1.20040 -0.1 0.1 0.0 0.616
C 3.01984 1.12536 0.14732 0.2 0.0 0.2 0.034
C 2.30797 1.07696 -1.04341 -0.2 0.2 0.0 -0.008
C 1.16537 1.85003 -1.18987 0.2 0.0 -0.1 -0.953
C 0.72463 2.64428 -0.14424 0.1 0.0 0.0 -0.134
C 1.41498 2.67479 1.04863 0.1 0.0 0.2 -0.750
H 1.08389 3.27964 1.87754 0.0 0.1 0.1 0.471
H -0.17277 3.23204 -0.26160 -0.1 0.1 0.0 0.425
H 0.61901 1.83188 -2.12087 -0.1 0.0 -0.1 0.383
C 2.75859 0.21676 -2.20088 0.0 0.3 -0.2 -0.704
C 3.86740 -0.73558 -1.85624 -0.1 0.0 -0.2 0.136
O 5.00308 -0.64209 -2.25889 0.1 0.1 -0.1 -0.635
N 3.55293 -1.79345 -1.02220 0.7 -0.3 0.0 -0.050
C 2.37346 -2.13951 -0.43043 -0.4 -1.0 0.9 0.525
N 1.22896 -1.58921 -0.57730 0.1 0.5 -0.5 -0.172
C 0.25455 -2.19676 0.16661 0.4 -0.9 0.6 -0.504
C 0.69556 -3.25520 0.90833 0.0 0.2 -0.2 -0.587
S 2.38278 -3.51647 0.68616 -0.2 0.6 -0.5 -0.262
H 0.14817 -3.88434 1.57832 -0.2 -0.1 0.2 0.403
C -1.10648 -1.68326 0.11978 -0.6 0.2 0.0 0.818
C -2.19240 -2.39743 0.61360 0.2 0.1 -0.1 -1.460
C -3.46148 -1.85613 0.54747 -0.1 0.0 0.0 -0.376
C -3.69982 -0.60054 -0.00221 0.0 0.1 0.0 1.088
C -2.60389 0.13472 -0.49597 0.0 -0.1 0.1 0.475
C -1.33650 -0.42728 -0.42885 -0.2 -0.1 0.1 -0.233
H -0.50734 0.14832 -0.80376 0.0 0.1 0.0 0.455
O -2.63014 1.36879 -1.07349 0.2 -0.3 -0.1 -0.463
C -3.77368 2.18996 -1.00229 -0.3 0.4 0.0 -0.855
H -3.46310 3.14497 -1.42676 0.0 0.0 0.0 0.280
H -4.09849 2.34095 0.02968 0.0 0.0 -0.1 0.340
H -4.60353 1.78660 -1.58592 0.1 0.1 0.1 0.272
O -4.95374 -0.05060 -0.09387 0.4 0.1 -0.1 -0.438
C -6.04742 -0.76266 0.42726 -0.2 -0.1 0.1 -0.985
H -6.91405 -0.12460 0.25878 0.0 -0.1 0.0 0.257
H -6.19541 -1.71484 -0.09239 0.0 0.0 0.0 0.361
H -5.93754 -0.94517 1.50113 0.0 0.0 0.0 0.374
H -4.28586 -2.43649 0.92957 -0.1 0.0 0.0 0.398
H -2.06182 -3.38006 1.03803 0.0 -0.1 0.0 0.265
H 4.34096 -2.39804 -0.81633 -0.1 0.2 -0.1 0.224
H 1.90062 -0.35534 -2.56005 0.0 0.1 0.0 0.340
H 3.12189 0.85983 -3.00733 0.0 -0.2 0.1 0.452
H 3.92600 0.54831 0.24460 0.1 -0.1 0.1 0.575
H 4.67819 1.49918 3.64697 0.0 0.0 -0.1 0.243
H 5.16367 1.54509 1.93467 0.0 0.0 0.0 0.317



21
Properties=species:S:1:pos:R:3:forces:R:3:mulliken_charge:R:1 method="wB97M-V/def2-TZVPD" gap_ev=7.72 homo_energy_ev=-7.59 de_lowest_kcal_mol=98.1 total_energy_ev=-10873.4229
C -0.72653 2.11785 0.20067 0.3 0.5 0.8 -0.056
C -1.64367 0.07366 -0.93327 0.8 -0.4 0.0 -1.223
N 0.28024 1.70584 0.93406 -0.5 -0.5 -0.3 -0.419
O -1.89342 2.54300 0.66612 0.4 -0.2 -0.2 -0.405
H -2.07372 2.20740 1.55604 0.1 0.0 0.0 0.344
H -0.52864 2.45206 -0.80506 -0.1 -0.2 -0.1 0.508
H 0.88106 0.91664 0.36297 0.1 0.1 -0.6 0.470
H 0.08002 1.44222 1.89244 -0.1 0.1 0.0 0.265
H -2.18115 -0.12232 -0.00138 0.0 0.0 0.0 0.302
H -1.65594 -0.85938 -1.50803 -0.2 0.0 0.0 0.352
H -2.20798 0.80920 -1.50852 0.1 0.1 0.0 0.345
C 0.78759 -1.86709 0.99313 0.1 0.1 0.0 -0.957
C 1.50332 -1.41793 -0.26015 -0.1 0.0 -0.2 0.569
N 1.10709 -0.16447 -0.69850 0.4 0.1 0.6 -0.682
N 2.35407 -2.21333 -0.79223 0.0 0.0 0.0 -0.751
H -0.24384 -0.00410 -0.82410 -1.2 0.4 -0.1 0.244
H 1.56968 0.10571 -1.56154 0.0 -0.1 0.1 0.111
H 2.76051 -1.81328 -1.63989 -0.1 0.1 0.1 0.199
H 1.06590 -2.89033 1.23010 0.0 0.0 0.0 0.329
H 1.06017 -1.22169 1.83393 0.0 0.0 0.0 0.209
H -0.29477 -1.79966 0.86321 0.0 0.0 0.0 0.247